No. 1
12 unconnected molecules or ions with the total composition C55H89BF7N10O5S. Source: the OMol25 dataset; level of theory: ωB97M-V/def2-TZVPD.

Frontier orbital gap (alpha / beta): 0.228 / 0.073 Eh
2S+1: 4
<S²>: 3.773
LUMO energy (alpha / beta): -0.843 / -5.082 eV

Geometry (Å):
1 C 2.60 0.42 -0.43
2 C 1.09 0.60 -0.69
3 C 0.43 -0.67 -1.05
4 N -1.12 -0.74 -1.41
5 C -1.44 0.17 -2.52
6 C -1.51 -2.20 -1.85
7 C -3.04 -2.27 -1.68
8 C -3.33 -1.29 -0.55
9 C -2.04 -0.56 -0.27
10 H 2.85 1.05 0.43
11 H 3.08 0.62 -1.38
12 H 2.86 -0.61 -0.21
13 H 0.91 1.47 -1.32
14 H 0.63 0.74 0.29
15 H 0.54 -1.42 -0.27
16 H 0.91 -0.97 -1.98
17 H -0.79 -0.05 -3.37
18 H -1.08 1.14 -2.18
19 H -2.49 0.11 -2.80
20 H -1.13 -2.45 -2.84
21 H -1.04 -2.74 -1.02
22 H -3.56 -2.28 -2.64
23 H -3.31 -3.28 -1.35
24 H -4.10 -0.52 -0.63
25 H -3.57 -1.86 0.35
26 H -2.10 0.52 -0.16
27 H -1.56 -1.13 0.53
28 C 2.11 1.72 -4.50
29 F 2.77 2.78 -3.96
30 F 2.72 0.56 -4.19
31 F 0.89 1.65 -3.97
32 S 2.05 2.00 -6.40
33 O 0.72 1.54 -6.80
34 O 2.25 3.45 -6.58
35 O 3.15 1.27 -6.97
36 B -1.57 -1.45 -5.80
37 F -2.55 -1.35 -4.87
38 F -0.86 -2.53 -5.48
39 F -2.02 -1.58 -7.13
40 F -0.82 -0.34 -5.79
41 C -2.15 -4.36 4.38
42 C -2.07 -2.79 4.07
43 C -2.69 -1.84 5.12
44 C -1.86 -1.85 6.42
45 C -0.54 -1.23 6.08
46 C 0.20 -1.77 4.82
47 N -0.73 -2.22 3.73
48 O 0.01 -3.05 2.70
49 C 1.03 -0.63 4.19
50 C 1.09 -2.83 5.42
51 C -2.99 -2.53 2.90
52 H -2.83 -4.48 5.22
53 H -1.18 -4.79 4.65
54 H -2.54 -4.92 3.53
55 H -2.76 -0.82 4.75
56 H -3.69 -2.13 5.43
57 H -1.80 -2.82 6.92
58 H -2.37 -1.20 7.13
59 H 0.06 -1.36 6.97
60 H -0.57 -0.14 6.01
61 H 1.37 -0.86 3.18
62 H 0.32 0.20 4.14
63 H 1.90 -0.43 4.80
64 H 1.71 -2.44 6.23
65 H 0.58 -3.72 5.76
66 H 1.78 -3.19 4.65
67 H -2.65 -3.06 2.01
68 H -3.20 -1.49 2.65
69 H -4.02 -2.81 3.15
70 C 6.36 0.97 4.11
71 C 5.95 2.47 4.26
72 C 7.05 3.16 3.41
73 C 6.79 4.63 2.99
74 C 5.41 4.73 2.31
75 C 4.25 4.21 3.25
76 N 4.58 2.76 3.65
77 O 3.51 1.98 4.20
78 C 3.99 5.23 4.35
79 C 2.92 4.36 2.42
80 C 6.04 2.87 5.73
81 H 7.33 0.92 4.60
82 H 6.49 0.60 3.09
83 H 5.72 0.31 4.69
84 H 8.06 3.04 3.79
85 H 6.94 2.68 2.44
86 H 7.57 4.86 2.27
87 H 6.89 5.38 3.78
88 H 5.29 4.11 1.42
89 H 5.18 5.76 2.04
90 H 4.85 5.41 4.99
91 H 3.77 6.26 4.05
92 H 3.26 4.89 5.08
93 H 2.94 3.64 1.60
94 H 2.12 3.89 3.00
95 H 2.56 5.30 2.01
96 H 7.07 2.82 6.07
97 H 5.29 2.27 6.25
98 H 5.82 3.92 5.94
99 N -3.39 1.48 3.09
100 C -3.10 2.00 1.86
101 C -4.11 1.66 0.97
102 C -5.06 0.94 1.69
103 C -4.60 0.80 3.02
104 H -2.78 1.52 3.89
105 H -2.14 2.41 1.58
106 H -4.02 1.93 -0.07
107 H -6.02 0.51 1.43
108 H -4.96 0.14 3.80
109 N -1.24 4.05 -3.04
110 C -2.28 4.41 -2.29
111 C -1.75 4.66 -1.01
112 C -0.31 4.48 -1.00
113 C -0.09 4.07 -2.27
114 H -1.25 3.86 -4.03
115 H -3.25 4.69 -2.66
116 H -2.33 4.96 -0.16
117 H 0.34 4.66 -0.16
118 H 0.86 3.83 -2.70
119 N -2.45 -4.66 -5.75
120 C -2.40 -5.07 -4.46
121 C -2.75 -6.43 -4.44
122 C -3.16 -6.83 -5.74
123 C -2.82 -5.72 -6.55
124 H -2.10 -3.77 -6.07
125 H -2.01 -4.51 -3.63
126 H -2.79 -7.12 -3.61
127 H -3.53 -7.81 -6.03
128 H -2.87 -5.61 -7.62
129 N -4.74 0.92 -4.07
130 C -5.51 0.25 -3.19
131 C -5.85 1.09 -2.11
132 C -5.16 2.29 -2.39
133 C -4.46 2.16 -3.61
134 H -4.29 0.42 -4.82
135 H -5.74 -0.80 -3.32
136 H -6.53 0.99 -1.28
137 H -5.00 3.24 -1.90
138 H -3.95 2.88 -4.23
139 N -8.41 -2.11 0.27
140 C -8.60 -1.28 -0.76
141 C -7.76 -1.62 -1.78
142 C -6.89 -2.62 -1.26
143 C -7.28 -2.83 0.02
144 H -8.92 -1.98 1.14
145 H -9.46 -0.62 -0.72
146 H -7.77 -1.45 -2.85
147 H -6.17 -3.22 -1.79
148 H -6.90 -3.49 0.79
149 N 6.36 2.13 -1.67
150 C 6.00 1.10 -2.48
151 C 5.80 -0.01 -1.59
152 C 6.33 0.34 -0.34
153 C 6.63 1.66 -0.41
154 H 6.50 3.10 -1.90
155 H 5.62 1.27 -3.47
156 H 5.40 -0.99 -1.82
157 H 6.48 -0.24 0.56
158 H 6.90 2.40 0.32
159 N 3.22 -2.79 -4.93
160 C 2.51 -2.33 -3.88
161 C 3.12 -2.79 -2.75
162 C 4.19 -3.52 -3.17
163 C 4.33 -3.45 -4.54
164 H 3.04 -2.66 -5.91
165 H 1.57 -1.83 -4.07
166 H 2.84 -2.61 -1.72
167 H 4.89 -3.98 -2.49
168 H 5.05 -3.86 -5.23

No. 2
16 unconnected molecules or ions with the total composition C55H91B2BrN22O3PS2. Source: the OMol25 dataset; level of theory: ωB97M-V/def2-TZVPD.

Frontier orbital gap: 0.274 Eh
Charge: +1
2S+1: 1
LUMO energy: -2.874 eV

Geometry (Å):
1 C 3.33 -1.70 2.68
2 C 3.44 -0.16 2.87
3 P 1.82 0.60 2.42
4 C 0.73 0.28 3.88
5 C 1.99 2.49 2.25
6 C 2.08 3.16 3.65
7 N 3.01 2.58 4.60
8 C 3.33 2.83 1.56
9 N 3.41 2.57 0.10
10 C 4.26 1.45 -0.36
11 C 3.55 0.13 -0.74
12 C 3.55 -0.14 -2.24
13 Br 3.52 -2.07 -2.54
14 C 2.23 2.70 -0.55
15 N 2.18 3.12 -1.78
16 B 0.84 3.15 -2.51
17 N 0.30 1.90 -2.99
18 O 0.24 4.36 -2.72
19 C 3.34 3.53 -2.54
20 C 4.14 4.59 -2.12
21 C 5.28 4.89 -2.87
22 C 5.59 4.16 -4.03
23 C 4.75 3.14 -4.47
24 C 3.61 2.83 -3.71
25 N 1.00 2.39 0.01
26 C 0.81 3.01 1.38
27 C -0.58 2.55 1.80
28 C -1.19 3.22 3.04
29 C -2.66 3.61 2.81
30 S -3.68 3.12 4.25
31 C -5.11 2.46 3.52
32 S -6.36 2.12 4.49
33 N -5.06 2.26 2.12
34 C -5.84 3.28 1.39
35 C -6.76 2.66 0.36
36 O -6.01 1.82 -0.48
37 C -5.49 0.70 0.23
38 C -5.44 0.90 1.74
39 B 0.74 4.60 1.09
40 N 1.66 5.59 1.62
41 O -0.26 4.95 0.24
42 H 3.73 -2.00 1.72
43 H 2.31 -2.05 2.81
44 H 3.94 -2.16 3.45
45 H 4.26 0.18 2.25
46 H 3.67 0.03 3.91
47 H 1.09 -0.60 4.41
48 H 0.64 1.14 4.53
49 H -0.23 0.02 3.46
50 H 2.39 4.20 3.54
51 H 1.12 3.19 4.14
52 H 2.64 1.76 5.06
53 H 3.93 2.41 4.23
54 H 4.17 2.34 2.03
55 H 3.48 3.90 1.70
56 H 5.04 1.25 0.36
57 H 4.79 1.79 -1.25
58 H 2.55 0.04 -0.34
59 H 4.12 -0.68 -0.29
60 H 2.67 0.24 -2.74
61 H 4.47 0.21 -2.71
62 H 0.62 1.77 -3.95
63 H -0.71 1.96 -3.03
64 H 0.82 4.96 -3.22
65 H 3.90 5.14 -1.22
66 H 5.92 5.71 -2.58
67 H 6.50 4.34 -4.57
68 H 4.96 2.61 -5.39
69 H 2.98 2.03 -4.04
70 H 0.83 1.39 0.06
71 H -0.64 1.47 1.91
72 H -1.23 2.78 0.96
73 H -0.62 4.06 3.43
74 H -1.20 2.48 3.84
75 H -2.79 4.67 2.66
76 H -3.07 3.02 1.99
77 H -5.19 3.98 0.87
78 H -6.46 3.84 2.09
79 H -7.59 2.13 0.84
80 H -7.19 3.46 -0.23
81 H -4.50 0.46 -0.15
82 H -6.12 -0.17 0.07
83 H -6.42 0.62 2.14
84 H -4.73 0.18 2.14
85 H 1.46 5.72 2.61
86 H 1.47 6.51 1.21
87 H -0.21 5.88 -0.01
88 C 5.23 6.75 -7.15
89 C 6.44 6.16 -6.60
90 N 7.40 5.70 -6.17
91 H 4.47 6.82 -6.37
92 H 5.44 7.74 -7.54
93 H 4.85 6.13 -7.96
94 C 9.90 5.96 -4.16
95 C 10.19 6.36 -2.79
96 N 10.42 6.67 -1.71
97 H 10.47 5.06 -4.41
98 H 8.85 5.75 -4.27
99 H 10.18 6.76 -4.85
100 C 3.78 8.84 -0.57
101 C 2.45 8.83 0.04
102 N 1.42 8.82 0.53
103 H 3.91 7.94 -1.18
104 H 3.88 9.71 -1.21
105 H 4.54 8.86 0.20
106 C -9.24 -1.90 2.33
107 C -8.33 -1.82 1.19
108 N -7.62 -1.76 0.29
109 H -9.96 -2.70 2.17
110 H -8.67 -2.11 3.23
111 H -9.77 -0.95 2.45
112 C -6.94 -5.19 2.68
113 C -8.39 -5.16 2.83
114 N -9.52 -5.11 2.99
115 H -6.64 -6.09 2.14
116 H -6.62 -4.32 2.12
117 H -6.48 -5.19 3.66
118 C -0.23 -1.99 -3.82
119 C -1.03 -2.77 -4.77
120 N -1.65 -3.38 -5.50
121 H 0.44 -2.65 -3.27
122 H 0.37 -1.26 -4.36
123 H -0.88 -1.47 -3.12
124 C -3.45 -5.52 4.84
125 C -3.93 -6.34 3.74
126 N -4.31 -7.00 2.88
127 H -3.02 -6.15 5.62
128 H -2.69 -4.83 4.48
129 H -4.27 -4.95 5.27
130 C 4.07 -1.92 6.99
131 C 2.82 -2.07 6.26
132 N 1.84 -2.18 5.68
133 H 4.78 -1.34 6.39
134 H 3.89 -1.40 7.93
135 H 4.49 -2.90 7.20
136 C -10.56 -4.90 7.01
137 C -9.19 -4.52 6.70
138 N -8.12 -4.23 6.43
139 H -10.58 -5.61 7.83
140 H -11.13 -4.01 7.29
141 H -11.03 -5.35 6.13
142 C -3.33 4.81 -3.21
143 C -2.86 4.92 -4.59
144 N -2.49 5.00 -5.67
145 H -4.02 3.97 -3.12
146 H -2.48 4.65 -2.55
147 H -3.85 5.73 -2.93
148 C 0.77 -6.00 -6.21
149 C 1.96 -6.66 -5.71
150 N 2.90 -7.19 -5.32
151 H 0.00 -5.97 -5.44
152 H 1.00 -4.98 -6.50
153 H 0.38 -6.54 -7.08
154 C -0.35 3.02 -7.03
155 C 0.87 2.40 -6.54
156 N 1.84 1.92 -6.15
157 H -1.07 3.09 -6.23
158 H -0.13 4.03 -7.39
159 H -0.77 2.43 -7.84
160 C 2.16 -10.18 -7.56
161 C 0.85 -9.57 -7.77
162 N -0.18 -9.09 -7.93
163 H 2.68 -10.27 -8.51
164 H 2.75 -9.55 -6.89
165 H 2.04 -11.16 -7.12
166 C -2.27 -9.98 2.98
167 C -1.92 -10.85 4.09
168 N -1.64 -11.53 4.97
169 H -2.59 -9.02 3.35
170 H -1.41 -9.85 2.33
171 H -3.08 -10.43 2.40
172 C 1.36 -13.51 4.26
173 C 2.31 -13.40 3.16
174 N 3.06 -13.32 2.29
175 H 0.68 -14.34 4.08
176 H 1.89 -13.67 5.19
177 H 0.78 -12.59 4.33

Q: Which of these has the lowest 2S+1?
A: C55H91B2BrN22O3PS2

Q: Which of these has the highest 2S+1?
A: C55H89BF7N10O5S